No. 1
Below is a 4-piece molecular cluster, C3H15NO4 overall, with properties calculated with the ωB97M-V functional and the def2-TZVPD basis.

Geometry as ORCA input:
```
! RIJCOSX wB97M-V def2-TZVPD def2/J DEFGRID3
* xyz 0 1
C -1.099 -1.904 -1.911
N -0.845 -1.383 -0.575
C 0.548 -1.459 -0.143
C 0.603 -1.396 1.375
O 0.129 -0.143 1.838
H -0.204 -2.293 -2.383
H -1.496 -1.148 -2.590
H -1.789 -2.752 -1.911
H -1.397 -1.902 0.097
H 1.005 -2.368 -0.531
H 1.106 -0.607 -0.526
H 0.015 -2.230 1.800
H 1.592 -1.507 1.808
H -0.770 -0.002 1.515
O -2.176 1.084 0.719
H -2.106 0.485 -0.040
H -3.100 1.004 0.981
O 1.890 2.213 1.358
H 1.156 2.164 1.979
H 1.817 1.384 0.867
O 1.221 2.221 -2.558
H 1.573 2.626 -1.753
H 0.278 2.179 -2.345
*
```

Values from the calculation:
SMILES   CNCCO.O.O.O
Total energy   -478.98934 Eh
Relative energy (zero: lowest compared OMol25 entry of this formula, charge and spin)   1.074 eV
Maximum force   0.61 eV/Å
Highest occupied orbital energy   -9.6 eV
HOMO-LUMO gap   10.1 eV
Molar mass   129.16 g mol⁻¹

=====

No. 2
Below is a 3-piece molecular cluster, C24H45NO12P2 overall in a non-equilibrium geometry, with properties calculated with the ωB97M-V functional and the def2-TZVPD basis.

Geometry as ORCA input:
```
! RIJCOSX wB97M-V def2-TZVPD def2/J DEFGRID3
* xyz 0 1
O -0.717 1.190 -3.785
C -0.679 0.516 -4.788
N -0.148 -0.749 -4.957
C 0.085 -1.213 -6.311
C -0.290 -2.667 -6.667
O 0.095 -3.624 -5.692
O -0.864 -3.672 -4.670
C -0.754 -0.179 -7.151
C -1.202 0.951 -6.183
C -2.651 1.480 -6.320
O -3.528 1.121 -5.223
C -4.246 -0.014 -5.603
C -3.703 -1.245 -5.227
C -4.352 -2.438 -5.545
C -5.544 -2.360 -6.268
C -6.077 -1.131 -6.634
C -5.447 0.080 -6.307
H -0.250 -1.428 -4.213
H 1.162 -1.149 -6.538
H 0.277 -2.927 -7.579
H -1.355 -2.785 -6.941
H -1.417 -4.457 -4.806
H -0.014 0.233 -7.859
H -1.539 -0.585 -7.809
H -0.603 1.812 -6.537
H -2.722 2.568 -6.447
H -3.080 1.017 -7.228
H -2.765 -1.253 -4.667
H -3.883 -3.371 -5.228
H -6.051 -3.293 -6.527
H -7.002 -1.062 -7.213
H -5.872 1.047 -6.587
C -0.420 2.110 -0.684
C -0.659 0.615 -0.565
O -1.109 0.266 0.750
P -2.673 0.565 1.147
O -3.388 -0.479 0.346
O -2.767 -0.187 2.612
C -3.826 -1.089 2.924
C -3.326 -2.517 2.857
O -2.322 1.997 1.886
C -1.809 2.136 3.215
C -0.419 1.577 3.409
H -1.359 2.663 -0.591
H 0.025 2.353 -1.648
H 0.240 2.460 0.112
H -1.379 0.277 -1.314
H 0.274 0.079 -0.739
H -4.684 -0.936 2.269
H -4.154 -0.863 3.942
H -2.902 -2.740 1.877
H -4.132 -3.224 3.059
H -2.530 -2.673 3.587
H -2.510 1.733 3.944
H -1.777 3.213 3.400
H -0.406 0.490 3.342
H -0.037 1.854 4.394
H 0.267 1.957 2.651
C 4.728 3.374 7.561
C 3.844 3.034 6.373
O 4.312 1.875 5.683
P 4.016 0.394 6.343
O 2.548 0.275 6.074
O 4.497 -0.580 5.111
C 3.668 -1.665 4.673
C 2.928 -1.292 3.412
O 5.505 0.310 7.046
C 6.713 -0.062 6.373
C 7.158 0.911 5.305
H 4.667 2.599 8.329
H 4.424 4.322 8.008
H 5.772 3.445 7.257
H 2.807 2.889 6.691
H 3.858 3.855 5.657
H 2.966 -1.970 5.448
H 4.333 -2.513 4.488
H 2.334 -0.391 3.574
H 2.265 -2.096 3.090
H 3.628 -1.071 2.604
H 6.644 -1.078 5.989
H 7.478 -0.091 7.153
H 6.486 0.906 4.447
H 8.155 0.643 4.950
H 7.186 1.930 5.692
*
```

Values from the calculation:
SMILES   O=C1N[C@@H](COO)C[C@H]1COc1ccccc1.CCOP(=O)(OCC)OCC.CCOP(=O)(OCC)OCC
Total energy   -2581.73186 Eh
Maximum force   7.96 eV/Å
Highest occupied orbital energy   -9.2 eV
HOMO-LUMO gap   8.6 eV
Molar mass   601.57 g mol⁻¹